A molecular structure, C7H9AlF12N2NaO12S5 in a non-equilibrium geometry. Source: the OMol25 dataset; level of theory: ωB97M-V with the def2-TZVPD basis set.

Calculated values
F_max = 4.66 eV Å⁻¹
Kohn-Sham gap = 0.0613 Ha
E_HOMO = -11.3 eV
Total charge = +1

Each line ends with the Löwdin charge.
Cartesian coordinates (Å):
Na: -0.970 -5.316 -1.331  0.94
Al: 1.465 0.915 -3.606  0.98
C: 6.336 0.739 -5.252  -0.57
F: 7.047 1.455 -6.208  0.08
F: 5.206 1.335 -5.262  0.14
F: 6.249 -0.453 -5.931  0.10
S: 7.266 0.945 -3.468  0.71
O: 8.485 0.169 -3.599  -0.26
O: 7.398 2.408 -3.329  -0.26
N: 6.030 0.435 -2.371  -0.22
S: 6.902 -0.336 -1.306  0.61
O: 6.873 -1.758 -1.690  -0.24
O: 8.202 0.224 -0.886  -0.24
C: 5.745 -0.293 0.231  -0.59
F: 6.536 -0.860 1.134  0.15
F: 5.548 1.024 0.609  0.10
F: 4.591 -0.902 -0.080  0.13
C: -1.586 6.921 -2.343  -0.65
F: -0.256 6.871 -2.585  0.12
F: -1.764 7.798 -1.359  0.17
F: -2.178 7.403 -3.380  0.20
S: -2.242 5.098 -2.125  0.74
O: -3.556 5.126 -1.541  -0.27
O: -2.275 4.506 -3.464  -0.30
N: -0.952 4.252 -1.169  -0.20
S: -1.444 4.273 0.277  0.55
O: -1.780 5.615 0.681  -0.21
O: -2.417 3.264 0.645  -0.22
C: 0.282 3.849 1.214  -0.72
F: 0.728 4.972 1.758  0.17
F: 0.137 2.961 2.081  0.25
F: 1.044 3.472 0.228  0.14
O: -0.014 -1.650 -0.523  -0.30
H: -0.085 -1.379 0.413  -0.06
O: -3.271 -4.782 2.654  -0.31
S: -4.610 -4.806 2.099  0.66
O: -4.915 -5.368 0.817  -0.30
O: -5.679 -5.494 3.233  -0.26
C: -5.450 -5.273 4.608  -0.32
C: -6.107 -6.376 5.409  -0.05
C: -5.349 -3.120 2.070  -0.10
H: -5.940 -4.329 4.847  0.11
H: -4.395 -5.138 4.845  0.11
H: -5.789 -7.282 4.894  0.08
H: -7.186 -6.274 5.527  0.09
H: -5.559 -6.415 6.350  0.08
H: -5.249 -2.662 3.054  0.07
H: -6.337 -3.309 1.650  0.08
H: -4.718 -2.456 1.481  0.07